1.
C5H13N2 | ωB97M-V/def2-TZVPD

Element x y z (Å)
C 0.6904 -2.3474 0.5711
C -0.0226 -1.3805 0.0011
N -0.2484 -1.3368 -1.4057
C -0.5103 -0.2130 0.8204
C -0.4555 1.2675 0.1704
C 0.1760 2.2132 1.1765
N 0.3348 1.3101 -1.1368
H 0.8661 -2.4078 1.6337
H 1.2826 -3.0969 0.0487
H -1.2178 -1.4592 -1.7030
H 0.2085 -2.0723 -1.9485
H -1.5548 -0.3356 1.1113
H 0.0165 -0.1493 1.7720
H -1.5024 1.4407 -0.0663
H 1.1517 1.9106 1.5722
H 0.2988 3.2686 0.9324
H -0.5745 2.1070 1.9686
H -0.0584 1.9878 -1.7809
H 0.2722 0.3293 -1.5448
H 1.2851 1.5923 -0.9507

Atoms 1-3, force components in eV/Å:
C 0.7 -0.1 0.0
C 0.5 -0.7 0.5
N -0.3 0.1 -1.2

Properties
Structure (SMILES): C=C(N)C[C@@H](C)[NH3+]
E_HOMO in eV: -12.939
Relative energy (zero: lowest compared OMol25 entry of this formula, charge and spin) in kcal per mole: 39.3
Electronic energy in eV: -8369.106
E_LUMO in eV: -3.09
Charge: +1
Maximum force in eV/A: 1.70

***

2.
C4H3ClN2 | ωB97M-V/def2-TZVPD

Element x y z (Å)
C -0.0458 0.1728 -1.7605
C 0.2993 0.1097 1.7870
C 0.9734 -0.7487 -1.5159
C -1.0435 0.4020 1.3908
N -0.9059 1.0015 -1.9124
N 1.2951 -0.1195 2.3561
Cl -1.5110 1.5699 0.2638
H 1.9847 -0.4304 -1.4069
H 0.6461 -1.7304 -1.2138
H -1.6924 -0.2269 2.0117

Atoms 1-3, force components in eV/Å:
C -1.0 1.6 -0.6
C 0.3 0.8 0.5
C -1.9 0.8 0.2

Properties
E_HOMO (spin up / spin down) in eV: -9.008 / -9.409
Relative energy (zero: lowest compared OMol25 entry of this formula, charge and spin) in kcal per mole: 109.5
Electronic energy in eV: -19694.246
E_LUMO (spin up / spin down) in eV: -1.61 / -1.53
Maximum force in eV/A: 4.19

***

3.
C15H44F9HfO27S7 | ωB97M-V/def2-TZVPD

Element x y z (Å)
Hf -0.7162 -4.7391 4.8530
C 2.7497 -0.2190 0.6416
F 3.3048 -0.3597 1.7692
F 2.4370 1.0971 0.4137
F 3.5286 -0.7811 -0.3225
S 0.9940 -1.2642 0.7557
O -0.0420 -0.2538 0.8982
O 0.8048 -2.0122 -0.4961
O 1.1657 -2.1791 1.9420
C -1.5503 1.7880 6.4255
F -1.2277 2.9179 6.7627
F -2.3780 1.2667 7.2872
F -2.1545 1.9453 5.2622
S 0.0013 0.6534 6.3235
O 0.5976 0.5094 7.6891
O -0.4706 -0.6520 5.8390
O 0.8363 1.3570 5.3674
C 5.8627 -4.9112 4.3607
F 5.5352 -3.9726 3.4404
F 5.5923 -6.2022 3.9839
F 7.1579 -4.6519 4.5758
S 4.8112 -4.5648 5.9841
O 5.3121 -3.3127 6.5730
O 3.3909 -4.5387 5.5123
O 5.0679 -5.7613 6.7816
O -1.5256 6.4800 -0.9996
S -1.2011 7.1840 0.2342
O 0.0912 7.7966 0.3394
O -2.3483 8.3549 0.4006
C -2.1601 9.2387 1.5369
C -3.2179 10.3078 1.6903
C -1.5107 6.1182 1.6362
H -1.1536 9.6538 1.5907
H -2.3226 8.6147 2.4157
H -3.2114 10.9902 0.8403
H -3.0885 10.7528 2.6768
H -4.2270 9.9011 1.7578
H -2.5984 6.1246 1.7068
H -0.9834 6.6620 2.4200
H -1.1616 5.1280 1.3435
O 0.4038 -1.3252 -6.0981
S 1.4272 -0.2899 -5.9659
O 2.8396 -0.7331 -5.7970
O 1.5457 0.5314 -7.3798
C 0.4082 0.7519 -8.2389
C 0.0270 -0.4640 -8.9895
C 0.9484 1.1387 -4.8076
H 0.7840 1.4419 -8.9944
H -0.3178 1.3905 -7.7358
H -0.6986 -0.1621 -9.7448
H -0.4205 -1.2794 -8.4210
H 0.8539 -0.9488 -9.5083
H 0.4670 0.7271 -3.9205
H 0.1876 1.7616 -5.2781
H 1.7955 1.7228 -4.4480
O -10.0914 1.5903 1.5830
S -8.6326 1.7063 1.5992
O -7.7256 0.6056 1.6370
O -8.1477 2.7842 0.3966
C -7.2690 2.3380 -0.6725
C -5.8284 2.5329 -0.3317
C -8.2020 2.7603 3.0693
H -7.5858 2.8300 -1.5921
H -7.4318 1.2928 -0.9355
H -5.2239 2.0954 -1.1262
H -5.4540 2.0201 0.5542
H -5.5594 3.5884 -0.2905
H -7.2161 3.2253 3.0658
H -8.3441 2.1288 3.9463
H -8.8636 3.6250 3.1203
O 3.8241 -5.6358 -1.6584
S 4.9952 -6.3615 -2.1324
O 5.7973 -7.1807 -1.2052
O 4.5774 -7.2670 -3.4810
C 3.5050 -6.8741 -4.3254
C 3.9702 -6.4609 -5.6618
C 6.2413 -5.2370 -3.0900
H 2.9443 -6.0634 -3.8599
H 2.8190 -7.6618 -4.6368
H 4.3584 -7.3761 -6.1088
H 4.7501 -5.7004 -5.7009
H 3.1040 -6.0314 -6.1653
H 7.0688 -5.8019 -3.5191
H 6.6170 -4.4775 -2.4044
H 5.6176 -4.7337 -3.8287
O -1.8878 -5.9706 1.5510
H -1.3564 -6.4576 0.9212
H -2.7350 -5.8639 1.1184
O -3.2998 -2.3475 3.0619
H -4.2037 -2.5959 2.8685
H -3.1150 -1.6263 2.4602
O 4.4894 5.0473 0.8465
H 4.9335 4.4225 0.2732
H 3.5669 4.9872 0.5981
O 5.2240 1.7312 5.8777
H 5.9513 1.8618 5.2692
H 4.4414 1.7689 5.3278
O -2.7247 -1.9837 -3.3347
H -1.9868 -1.9122 -2.7293
H -2.3760 -1.6848 -4.1745
O 1.8033 -6.7285 2.5869
H 2.4010 -7.4718 2.5055
H 2.0170 -6.1661 1.8424

Atoms 1-3, force components in eV/Å:
Hf 0.5 0.5 -1.2
C -2.5 -0.6 -2.2
F 1.2 0.1 2.0

Properties
E_HOMO in eV: -12.159
Relative energy (zero: lowest compared OMol25 entry of this formula, charge and spin) in kcal per mole: 331.9
Electronic energy in eV: -173130.569
E_LUMO in eV: -10.07
Charge: +1
Maximum force in eV/A: 6.27